Below is a cluster of 4 separate species, C18H42BrN2O6 in total at a distorted geometry, with properties calculated with ωB97M-V with the def2-TZVPD basis set.

Each line ends with the natural charge from an NBO analysis.
CARTESIAN COORDINATES (ANGSTROEM)
C -0.2566 -2.4322 -1.9685  -0.638
C -1.6331 -2.1803 -1.1382  -0.239
N -1.4018 -2.5902 0.2722  -0.488
C -0.4562 -1.7085 0.9918  -0.251
C -0.8866 -0.1729 1.0837  -0.301
N -0.4519 0.6835 -0.0864  -0.453
Br -1.8791 1.9085 -0.4064  0.333
C 0.8012 1.5090 0.2018  -0.264
C 2.1425 0.6607 -0.0292  -0.561
C 2.9478 0.4097 1.3258  0.789
O 2.5472 0.8132 2.4365  -0.589
O 4.1937 -0.2795 1.3289  -0.682
C -2.6329 -2.8210 1.0130  0.701
C -3.7420 -3.8702 0.4903  -0.711
O -2.9058 -2.2700 2.1164  -0.596
H 0.3359 -1.4781 -2.1503  0.174
H 0.3955 -3.1530 -1.3588  0.240
H -0.4516 -2.9011 -2.9848  0.249
H -2.0092 -1.1063 -1.2373  0.162
H -2.4108 -2.8285 -1.6771  0.249
H 0.6013 -1.7276 0.5459  0.214
H -0.3395 -2.1268 2.0541  0.279
H -1.9997 -0.0211 1.2980  0.278
H -0.3525 0.2572 2.0079  0.264
H -0.2439 0.1640 -0.9533  0.459
H 0.7522 2.0452 1.1988  0.282
H 0.7975 2.3264 -0.6085  0.275
H 2.8011 1.2671 -0.7509  0.310
H 1.9251 -0.3208 -0.5837  0.244
H 4.6285 0.0438 2.1549  0.510
H -4.7314 -3.6867 1.0398  0.258
H -3.3613 -4.9054 0.7749  0.269
H -3.9737 -3.7557 -0.6136  0.219
C 2.0366 6.6588 -1.9473  -0.634
C 1.8154 5.1725 -2.1771  0.090
C 1.3808 4.8920 -3.6069  -0.630
O 0.8153 4.6952 -1.2732  -0.748
H 1.1129 7.2214 -2.1157  0.205
H 2.3375 6.8469 -0.9135  0.221
H 2.8093 7.0503 -2.6129  0.221
H 2.7373 4.6258 -1.9593  0.179
H 0.4345 5.3938 -3.8325  0.203
H 1.2147 3.8213 -3.7549  0.208
H 2.1339 5.2307 -4.3221  0.223
H -0.0042 5.1726 -1.4571  0.467
C 5.8810 4.4950 -1.9642  -0.632
C 5.3995 3.4233 -0.9990  0.093
C 6.5072 2.9953 -0.0496  -0.629
O 4.9418 2.2889 -1.7377  -0.744
H 6.7038 4.1222 -2.5820  0.208
H 5.0784 4.7851 -2.6477  0.211
H 6.2224 5.3840 -1.4287  0.221
H 4.5487 3.8016 -0.4245  0.169
H 7.3516 2.5709 -0.6015  0.207
H 6.1505 2.2171 0.6306  0.209
H 6.8673 3.8394 0.5431  0.221
H 5.6860 1.9464 -2.2495  0.471
C -6.1727 -5.2323 3.9283  -0.632
C -6.5474 -5.9460 2.6386  0.094
C -7.4908 -7.1086 2.9033  -0.630
O -5.3643 -6.4295 2.0024  -0.732
H -5.6569 -5.9116 4.6143  0.201
H -5.4858 -4.4063 3.7248  0.216
H -7.0577 -4.8350 4.4312  0.215
H -7.0197 -5.2388 1.9512  0.172
H -7.0202 -7.8523 3.5541  0.201
H -7.7424 -7.6187 1.9700  0.220
H -8.4152 -6.7674 3.3754  0.215
H -4.9387 -7.0559 2.6019  0.463

Properties
Total charge ... +1
E ... -104646.0250 eV
E_HOMO ... -0.4358 Eh

---

Below is a structure of composition C29H55BrCl2F7NO13PS2 at a distorted geometry, with properties calculated with ωB97M-V with the def2-TZVPD basis set.

Each line ends with the Mulliken charge.
CARTESIAN COORDINATES (ANGSTROEM)
C -2.9683 3.3087 -1.2528  -1.139
C -2.1504 2.0796 -0.9799  0.097
N -1.7072 1.5236 0.3907  1.019
C -2.6080 1.9310 1.5320  0.832
F -2.4214 1.1104 2.7951  -0.267
F -2.3631 3.3326 2.0624  -0.271
C -4.2082 1.9874 1.3903  0.179
F -4.9055 1.3559 0.2869  -0.129
F -4.7389 3.4123 1.3629  -0.243
F -4.8880 1.4542 2.6380  -0.224
C -1.5498 0.0289 0.2305  -0.139
C -2.7838 -0.9732 0.0347  -0.499
Cl -3.8432 -1.3738 1.5545  -0.090
C -3.6774 -0.9148 -1.3602  -0.140
C -5.0381 -1.8626 -1.1371  -1.109
C -0.4900 -0.5112 -0.9156  -0.319
F 0.2324 -1.7766 -0.4981  -0.349
O 0.4879 0.4195 -1.4178  -0.219
C 0.8787 1.3479 -0.3738  0.018
P 1.7202 2.7454 -1.4678  0.240
O 3.3048 2.3288 -1.9769  -0.451
Br 0.3794 2.9061 -3.3330  -0.177
S 2.3371 0.5278 0.4706  1.396
O 2.0356 -0.5922 1.4891  -0.359
O 3.4467 1.5417 0.9499  -0.491
F 3.1384 -0.3696 -0.8117  -0.389
C -0.2540 2.0426 0.5325  -0.007
S 0.4710 2.0502 2.2744  -0.047
Cl -0.0769 3.8863 0.1166  -0.038
H -2.8847 4.1482 -0.4077  0.193
H -3.5916 3.4879 -2.2283  0.309
H -1.9438 1.4985 -2.0052  0.453
H -1.0126 -0.3153 1.2468  0.392
H -2.2650 -2.0570 -0.0981  0.609
H -3.1082 -1.4475 -2.2648  0.353
H -3.9614 0.1428 -1.7348  0.127
H -5.5169 -2.0843 -2.1936  0.300
H -4.7778 -2.9100 -0.6686  0.306
H -5.8578 -1.3312 -0.4886  0.308
H -1.0347 -0.8889 -1.9138  0.322
H 4.0314 2.8531 -1.4904  0.350
H 0.0667 3.1900 2.9843  0.286
C -10.3572 -4.9923 -2.0055  -0.789
O -10.5603 -3.9943 -2.9934  -0.277
C -10.1683 -2.6925 -2.5587  -0.547
C -9.5084 -1.9100 -3.7014  -0.276
O -8.1956 -2.3687 -4.0521  -0.428
C -8.1145 -3.6441 -4.7006  -0.304
C -8.6869 -3.6644 -6.1223  -0.609
O -10.1134 -3.6247 -6.0901  -0.276
C -10.6697 -2.8694 -7.1555  -0.803
H -11.1175 -4.9094 -1.2244  0.326
H -10.4462 -5.9693 -2.4877  0.236
H -9.3546 -4.9217 -1.5715  0.341
H -9.4780 -2.7449 -1.7118  0.311
H -11.0783 -2.1688 -2.2399  0.392
H -9.3738 -0.8774 -3.3595  0.415
H -10.1475 -1.8558 -4.5784  0.081
H -8.5479 -4.4284 -4.0774  0.142
H -7.0442 -3.8697 -4.7696  0.394
H -8.3999 -4.5953 -6.6204  0.405
H -8.2780 -2.8192 -6.6879  0.351
H -10.1881 -1.8912 -7.2372  0.362
H -11.7277 -2.7073 -6.9416  0.234
H -10.5738 -3.4214 -8.0985  0.323
C 7.9018 8.0243 -0.5363  -0.805
O 8.4451 6.7463 -0.2453  -0.287
C 7.8418 6.1305 0.8922  -0.564
C 7.6767 4.6210 0.6736  -0.334
O 6.6534 4.2675 -0.2672  -0.356
C 6.9146 4.5729 -1.6427  -0.261
C 8.0258 3.7274 -2.2748  -0.627
O 9.3061 4.1465 -1.8026  -0.273
C 10.2150 3.0685 -1.6387  -0.785
H 8.2637 8.7609 0.1859  0.327
H 8.2330 8.3133 -1.5371  0.236
H 6.8073 7.9980 -0.5389  0.360
H 6.8658 6.5714 1.1148  0.332
H 8.5090 6.3016 1.7463  0.402
H 7.3594 4.1823 1.6266  0.397
H 8.6185 4.1420 0.4206  0.097
H 7.0898 5.6415 -1.7800  0.094
H 5.9828 4.3486 -2.1742  0.383
H 8.0198 3.8653 -3.3602  0.414
H 7.8459 2.6696 -2.0509  0.342
H 9.7612 2.2556 -1.0652  0.351
H 11.0788 3.4335 -1.0802  0.235
H 10.5477 2.7043 -2.6184  0.324
C 4.5225 -1.1752 3.4247  -0.707
O 4.1536 -1.7412 4.6724  -0.339
C 2.8019 -2.1989 4.6985  -0.274
C 2.6822 -3.5054 5.4937  -0.407
O 3.2320 -4.6533 4.8326  -0.480
C 4.6593 -4.7012 4.7129  -0.231
C 5.3956 -4.9020 6.0420  -0.575
O 5.3697 -3.7032 6.8166  -0.271
C 5.2561 -3.9477 8.2103  -0.809
H 4.0742 -0.1844 3.3133  0.223
H 5.6111 -1.0785 3.4052  0.368
H 4.2276 -1.8234 2.5932  0.302
H 2.4131 -2.3549 3.6881  0.160
H 2.2048 -1.4203 5.1898  0.375
H 1.6145 -3.7224 5.6131  0.421
H 3.0835 -3.4073 6.4986  0.119
H 5.0357 -3.8340 4.1673  0.025
H 4.8707 -5.5712 4.0807  0.425
H 6.4458 -5.1395 5.8477  0.405
H 4.9381 -5.7367 6.5854  0.351
H 4.4407 -4.6449 8.4217  0.367
H 5.0271 -3.0017 8.7042  0.230
H 6.2030 -4.3385 8.6024  0.321

Properties
Total charge ... +1
E ... -204114.5421 eV
E_HOMO ... -0.3798 Eh

---

Below is a structure of composition C3H2EuLiO2 at a distorted geometry, with properties calculated with ωB97M-V with the def2-TZVPD basis set.

Each line ends with the Mulliken spin population.
CARTESIAN COORDINATES (ANGSTROEM)
C 1.1961 1.4413 1.4919  0.000
C 1.8009 0.8593 0.6131  0.000
H 0.6914 1.7088 2.4083  0.000
H 2.4296 0.6298 -0.2356  0.000
O -0.9916 -1.9628 -0.7450  -0.003
C -0.7321 -1.1631 -1.6770  0.000
O -0.7528 0.0558 -1.6468  0.002
Li -0.4881 1.3331 -0.2794  0.000
Eu -3.1534 -2.9024 0.0705  7.001

Properties
Total charge ... +3
Spin multiplicity ... 8
E ... -26737.8662 eV
E_HOMO (spin up / spin down) ... -0.7710 / -0.7710 Eh
Expectation value of S² ... 15.758

---

Below is a cluster of 6 separate species, C8H14BBr2N2O14 in total at a distorted geometry, with properties calculated with ωB97M-V with the def2-TZVPD basis set.

Each line ends with the Mulliken spin population.
CARTESIAN COORDINATES (ANGSTROEM)
N 2.5180 -1.5348 -2.0817  0.000
H 2.7475 -1.2403 -3.0202  0.000
H 1.5828 -1.9105 -2.0157  -0.013
H 2.7069 -0.9800 -1.2592  0.004
H 3.0296 -2.3990 -1.9744  0.002
N 0.3661 0.8207 -0.3959  -0.001
H 1.2924 0.6224 -0.0454  0.001
H -0.0914 -0.0261 -0.7020  -0.001
H 0.3032 1.4995 -1.1412  -0.001
H -0.2625 1.0285 0.3668  0.000
O -0.5485 -4.3880 2.6057  0.005
C -1.1810 -3.3405 2.8978  -0.001
O -0.7552 -2.1418 2.8788  0.000
B -1.9707 -1.2396 3.0880  0.000
O -3.1129 -2.1270 3.3755  0.000
C -2.7811 -3.3446 3.1557  0.000
O -3.5414 -4.2821 3.0605  0.001
O -2.3472 -0.4602 1.8637  0.001
C -2.0831 0.7998 2.1141  0.000
O -1.9204 1.5880 1.1762  0.000
C -2.0348 0.9802 3.6842  0.000
O -1.8932 -0.2570 4.1991  0.000
O -1.8690 2.0313 4.2895  0.000
O -1.4745 -3.4606 -0.4429  0.000
C -0.3171 -2.8934 -0.8386  -0.055
O 0.8021 -3.4354 -0.6825  0.781
O -0.3274 -1.7916 -1.3473  0.270
H -2.0515 -2.7347 -0.6914  0.003
O 4.2936 -0.1521 1.9886  0.000
C 3.7476 -0.5332 0.8675  0.000
O 2.9294 0.2938 0.4650  0.000
O 3.8621 -1.6266 0.4000  0.002
H 3.9140 0.7188 1.8506  0.000
Br -0.4818 3.6538 -1.3176  0.000
C -0.8221 4.8292 -2.8192  0.000
C -0.1130 4.4899 -4.0883  0.000
Br -0.2119 2.5428 -4.6644  0.000
H -0.5365 5.8733 -2.6916  0.000
H -1.8719 4.7211 -3.0920  0.000
H 0.9557 4.7048 -4.0905  0.000
H -0.4511 5.1012 -4.9249  0.000

Properties
Spin multiplicity ... 2
E ... -180931.7316 eV
E_HOMO (spin up / spin down) ... -0.3415 / -0.3405 Eh
Expectation value of S² ... 0.756

---

Below is a structure of composition C40H36ClN5O4S2Zr at a distorted geometry, with properties calculated with ωB97M-V with the def2-TZVPD basis set.

Each line ends with the Mulliken charge.
CARTESIAN COORDINATES (ANGSTROEM)
Zr 0.2428 -0.6588 -0.0362  -2.340
C -1.7089 -2.1688 -2.8183  -1.184
C -1.3890 -0.9428 -3.6311  1.339
C -2.2069 -0.6426 -4.7120  -0.950
C -1.9500 0.4469 -5.5241  -0.994
C -0.8753 1.2618 -5.2290  -0.899
C -0.0382 1.0010 -4.1513  1.480
C 1.0968 1.9544 -3.8952  -1.353
C -0.2730 -0.1320 -3.3507  -0.801
N 0.6217 -0.4245 -2.2689  1.143
C 1.9126 -0.6148 -2.6332  -0.333
O 2.3711 -0.7699 -3.7582  -0.721
C 2.8921 -0.6133 -1.4757  0.726
C 4.2605 -0.6049 -1.6742  -0.745
C 5.0859 -0.5233 -0.5605  -0.721
C 4.5320 -0.4076 0.7083  -0.774
C 3.1559 -0.4202 0.8255  0.074
N 2.3745 -0.5515 -0.2481  1.112
C 2.4203 -0.2029 2.1291  0.004
O 3.0634 -0.0366 3.1525  -0.725
N 1.0813 -0.1871 1.9589  0.862
C 0.2957 -0.1530 3.1614  -0.951
C 0.3838 -1.2332 4.0592  1.684
C 1.4201 -2.3093 3.8998  -1.800
C -0.4688 -1.2776 5.1525  -0.906
C -1.3778 -0.2635 5.3995  -0.963
C -1.3895 0.8433 4.5736  -0.794
C -0.5492 0.9239 3.4675  1.761
C -0.5232 2.2163 2.6990  -1.708
H -2.7325 -2.4871 -3.0116  0.478
H -1.6126 -1.9618 -1.7592  0.140
H -1.0468 -2.9934 -3.0828  0.324
H -3.0460 -1.2914 -4.9342  0.425
H -2.5885 0.6629 -6.3709  0.408
H -0.6699 2.1237 -5.8532  0.456
H 0.8467 2.9468 -4.2690  0.504
H 1.9941 1.6040 -4.4074  0.356
H 1.3264 2.0216 -2.8313  -0.134
H 4.6401 -0.6499 -2.6844  0.639
H 6.1608 -0.5321 -0.6871  0.449
H 5.1343 -0.3074 1.5997  0.626
H 1.5896 -2.5565 2.8538  0.214
H 1.1265 -3.2113 4.4335  0.530
H 2.3661 -1.9543 4.3118  0.472
H -0.4066 -2.1170 5.8358  0.449
H -2.0340 -0.3178 6.2588  0.402
H -2.0433 1.6781 4.7984  0.477
H -0.4587 3.0544 3.3942  0.625
H -1.4301 2.3539 2.1121  0.289
H 0.3406 2.2533 2.0439  -0.153
O -2.7429 4.0845 -0.7550  -0.729
C -3.6176 3.0876 -0.5857  0.674
C -4.9745 3.4160 -0.5992  -0.737
C -5.9364 2.4441 -0.4271  -0.389
C -5.5678 1.1152 -0.2271  -1.083
C -4.2325 0.7788 -0.2112  -0.599
C -3.2368 1.7452 -0.3976  0.211
C -1.8341 1.3046 -0.3637  0.835
O -1.5887 0.0452 -0.1132  0.255
N -0.9043 2.1924 -0.5583  -0.421
N 0.4101 1.7346 -0.4682  1.254
C 1.2338 2.7189 -0.4509  -0.458
S 0.6666 4.3808 -0.5270  -0.101
C 2.2607 5.0941 -0.0214  -0.640
C 3.3570 4.2698 -0.6522  -0.649
S 2.9620 2.5176 -0.3498  0.209
H -1.8425 3.6910 -0.7461  0.533
H -5.2322 4.4557 -0.7523  0.448
H -6.9833 2.7183 -0.4451  0.387
H -6.3242 0.3555 -0.0841  0.439
H -3.9273 -0.2468 -0.0528  0.446
H 2.3204 5.0636 1.0659  0.295
H 2.2767 6.1303 -0.3558  0.423
H 4.3277 4.4615 -0.1974  0.438
H 3.4177 4.4264 -1.7282  0.306
Cl 1.0700 -3.0989 -1.1164  -0.124
C 0.7732 -4.1933 0.2197  1.234
C 1.4282 -5.4075 0.2751  -0.623
C 1.2193 -6.2223 1.3759  -0.516
C 0.3798 -5.7853 2.3929  -0.771
C -0.2703 -4.5670 2.3000  -0.489
C -0.1056 -3.7250 1.1952  0.348
C -0.8355 -2.4487 0.9949  -2.131
H 2.0914 -5.7069 -0.5259  0.479
H 1.7118 -7.1830 1.4382  0.385
H 0.2234 -6.4081 3.2647  0.409
H -0.9290 -4.2451 3.0976  0.512
H -1.3742 -2.1813 1.9062  0.531
H -1.5867 -2.6409 0.2144  0.911

Properties
E ... -93183.7208 eV
E_HOMO ... -0.2962 Eh

---

Below is a cluster of 2 separate species, CH6NO2P in total at a distorted geometry, with properties calculated with ωB97M-V with the def2-TZVPD basis set.

Each line ends with the natural charge from an NBO analysis.
CARTESIAN COORDINATES (ANGSTROEM)
C -1.1042 -0.8046 -0.2221  -0.025
N -0.5840 0.3558 -0.0981  -0.679
O -0.0042 2.9474 -0.5304  -1.112
O 1.8843 -1.0497 0.3429  -0.981
P -1.1807 2.1051 -0.3209  1.140
H -0.4313 -1.7402 -0.2749  0.178
H -2.1987 -0.9631 -0.6411  0.200
H 2.7917 -0.8856 0.6626  0.507
H 1.7558 -1.8775 -0.1715  0.493
H 0.4130 0.2105 0.2065  0.449
H -1.3417 1.7018 1.0472  -0.169

Properties
E ... -16006.1946 eV
E_HOMO ... -0.2846 Eh